C7H16ClN2 | wB97M-V/def2-TZVPD

```
26
Properties=species:S:1:pos:R:3:forces:R:3:mulliken_charge:R:1
C -1.04623 0.21533 0.81433 1.582 -0.727 1.841 -1.1362
C 0.37874 -0.25745 1.32908 0.098 -0.104 -0.583 1.2432
C -0.37223 0.22352 -1.65921 0.162 -0.205 2.010 0.5829
C 0.37485 -1.74236 1.72627 1.937 -0.429 0.191 -1.4279
C 0.71025 0.62201 2.56518 3.191 -0.227 -2.615 -1.6584
C 0.08512 -0.62940 -2.76270 1.682 0.937 -2.165 -1.3585
C -0.28516 1.69191 -1.74372 1.232 0.873 -1.807 -1.1058
N 1.28433 -0.33028 0.12038 -0.694 0.641 -0.101 -0.2871
N -1.25782 -0.32646 -0.54603 -1.928 -0.920 -1.081 -0.0383
Cl 2.34768 0.94167 -0.17726 -0.065 0.000 0.587 -0.0546
H -1.77273 -0.19058 1.57120 0.258 0.437 -1.172 0.4507
H -0.99816 1.29420 0.86377 -0.552 0.212 -0.534 0.4461
H -0.13297 -1.77041 2.69434 -0.151 -0.747 -0.260 0.3819
H 1.47982 -2.16277 1.84931 -2.296 1.145 -0.097 0.3434
H -0.03347 -2.38021 0.92046 -0.203 0.118 0.624 0.3909
H 1.66443 0.21950 2.99231 -0.696 0.639 -0.279 0.4030
H -0.00282 0.57397 3.29814 -2.049 -0.370 1.705 0.4836
H 0.82660 1.67680 2.27460 0.196 -0.330 0.115 0.4326
H -0.31590 -0.25123 -3.79449 0.461 -0.594 1.802 0.3478
H -0.16097 -1.67667 -2.67664 0.075 -0.297 0.135 0.4015
H 1.27617 -0.49889 -2.90286 -2.559 -0.415 0.544 0.2869
H 0.20639 2.23152 -0.91441 -0.294 -0.490 -0.059 0.3472
H -1.24324 2.22652 -1.96509 0.582 -0.510 0.007 0.3033
H 0.45728 1.83422 -2.63736 -1.563 0.158 1.491 0.3636
H -1.19271 -1.38247 -0.41999 0.213 1.464 -0.683 0.4223
H -2.27726 -0.15199 -0.81961 1.381 -0.259 0.385 0.4361
```
Forces are in eV/Å.

Properties
E_HOMO (spin up / spin down) = -13.0 / -12.2 eV
Energy above the lowest of the compared OMol25 structures with the same formula, charge and spin = 4.4502 eV
LUMO level (spin up / spin down) = -0.1450 / -0.1617 Ha
Charge = +1